{"formula": "C17H21N3O2S", "method": "ωB97M-V/def2-TZVPD", "smiles": "CN1CCN(C(=O)CSc2cc(=O)n(C)c3ccccc23)CC1", "e_above_lowest_kcal_mol": 27.1, "energy_ha": -1373.3587, "total_charge": 0, "lumo_energy_ha": 0.0113, "symbols": ["C", "N", "C", "C", "N", "C", "O", "C", "H", "H", "S", "C", "C", "C", "O", "N", "C", "C", "C", "C", "C", "C", "H", "H", "H", "H", "C", "H", "H", "H", "H", "C", "C", "H", "H", "H", "H", "H", "H", "H", "H", "H", "H", "H"], "coordinates": [[-3.23695, -4.80190, 0.34371], [-3.46936, -3.45565, -0.13051], [-3.08147, -2.47437, 0.86942], [-2.99533, -1.07460, 0.27255], [-1.96046, -1.03117, -0.74226], [-1.42910, 0.08218, -1.29123], [-0.61245, 0.03847, -2.18873], [-1.91325, 1.41769, -0.73464], [-2.18297, 1.39981, 0.31894], [-2.77243, 1.75654, -1.31599], [-0.64904, 2.69498, -0.99354], [0.72206, 2.06799, -0.09308], [0.66221, 0.97100, 0.69547], [1.80339, 0.45303, 1.40510], [1.75116, -0.54745, 2.10613], [2.98982, 1.15994, 1.25551], [3.08895, 2.29337, 0.48759], [4.29950, 2.99115, 0.37557], [4.39033, 4.12826, -0.39462], [3.28186, 4.61010, -1.08265], [2.08558, 3.94041, -0.98775], [1.96398, 2.78527, -0.21029], [1.21437, 4.29708, -1.51606], [3.36179, 5.50055, -1.68624], [5.33448, 4.64780, -0.46348], [5.17629, 2.64296, 0.89547], [4.14656, 0.64257, 1.95477], [4.51604, 1.36592, 2.68306], [4.94018, 0.38399, 1.25266], [3.81994, -0.25698, 2.47658], [-0.23373, 0.39140, 0.83704], [-1.60963, -2.31773, -1.32205], [-2.86923, -3.17217, -1.43053], [-2.63517, -4.10777, -1.94007], [-3.60761, -2.63398, -2.03784], [-1.17264, -2.12993, -2.30456], [-0.85589, -2.81456, -0.70075], [-3.96679, -0.79825, -0.15700], [-2.76581, -0.37792, 1.08360], [-2.11159, -2.71963, 1.33571], [-3.83973, -2.47816, 1.65883], [-2.17351, -5.02100, 0.52566], [-3.78013, -4.94029, 1.27792], [-3.62425, -5.50894, -0.38747]], "nbo_charge": [-0.4065, -0.4442, -0.2275, -0.2218, -0.4414, 0.6761, -0.6199, -0.6393, 0.2333, 0.2615, 0.3182, -0.0955, -0.3466, 0.6392, -0.6378, -0.3967, 0.1928, -0.2547, -0.1754, -0.2383, -0.1788, -0.0592, 0.2228, 0.2173, 0.2158, 0.2193, -0.4290, 0.2000, 0.2013, 0.2622, 0.2207, -0.2455, -0.2304, 0.2093, 0.1922, 0.2517, 0.1971, 0.1949, 0.2096, 0.1751, 0.2099, 0.1643, 0.2013, 0.2022]}

---

{"formula": "C17H21N3O5S", "method": "ωB97M-V/def2-TZVPD", "e_above_lowest_kcal_mol": 437.8, "energy_ha": -1598.4523, "total_charge": 0, "lumo_energy_ha": -0.0590, "symbols": ["C", "C", "H", "H", "O", "C", "O", "C", "C", "H", "H", "C", "N", "C", "O", "C", "C", "N", "C", "O", "N", "C", "C", "C", "O", "S", "C", "C", "H", "H", "H", "H", "H", "H", "H", "C", "C", "H", "H", "H", "H", "H", "H", "H", "H", "H", "H"], "coordinates": [[5.91157, 0.65558, 0.00496], [5.64984, -0.79540, -0.40910], [5.86839, -1.34246, 0.42440], [6.09314, -1.17269, -1.31157], [4.14010, -1.08723, -0.89956], [3.18651, -1.08498, 0.31305], [3.47052, -1.14027, 1.58858], [1.79804, -1.08780, -0.38830], [1.43497, 0.09846, -1.28258], [2.29860, 0.13513, -1.95855], [0.47224, 0.08392, -1.65999], [1.27373, 1.44876, -0.45575], [0.36319, 1.00854, 0.52589], [-0.92414, 1.68483, 0.57912], [-1.77532, 1.28723, 1.26899], [-1.38672, 2.40659, -0.54937], [-2.78275, 2.18765, -0.93109], [-3.40496, 0.98074, -0.59247], [-4.31459, 1.12835, 0.16763], [-5.05207, 2.06152, 0.67548], [-4.83194, -0.21936, 0.62215], [-4.24814, -1.26906, 0.54125], [-3.12463, -1.19859, -0.49452], [-2.73931, -0.02718, -0.96844], [-1.78602, 0.19118, -2.20569], [-2.34602, -2.85194, -0.83714], [-3.50093, -3.75496, 0.30757], [-4.32114, -2.50812, 0.84539], [-5.18311, -2.95260, 1.72222], [-3.42683, -4.66311, 0.57045], [-5.50046, -0.10535, 1.36507], [-3.01374, 2.53906, -2.16941], [-3.35508, 3.09747, -0.35694], [-0.78888, 1.95672, -1.56585], [-1.08956, 3.41511, -0.47979], [0.71397, 0.35646, 1.63586], [0.83592, -1.18474, 0.70962], [1.12306, -1.92828, 1.86601], [-0.17934, -1.43313, 0.48842], [-0.24280, 0.24076, 2.43429], [1.69148, 0.33345, 2.25505], [1.04953, 2.29312, -0.74347], [2.22135, 1.48472, 0.21147], [1.73355, -2.17293, -0.82770], [5.49094, 1.36909, -0.98077], [7.08499, 0.66438, 0.09040], [5.41283, 0.87134, 0.85474]], "nbo_charge": [-0.6107, -0.0578, 0.1866, 0.1978, -0.5840, 0.8389, -0.5983, -0.4048, -0.4066, 0.2274, 0.2614, -0.1650, -0.4883, 0.6831, -0.6307, -0.5559, -0.2093, -0.4922, 0.8548, -0.6235, -0.5265, 0.1794, -0.2732, 0.5396, -0.7702, 0.4380, -0.1553, -0.2716, 0.2042, 0.1846, 0.4210, 0.2564, 0.2661, 0.2773, 0.2459, -0.2335, -0.3567, 0.1933, 0.2016, 0.2505, 0.2363, 0.1889, 0.1695, 0.2692, 0.2035, 0.2268, 0.2121]}

---

{"formula": "C17H21NO3", "method": "ωB97M-V/def2-TZVPD", "e_above_lowest_kcal_mol": 334.0, "energy_ha": -940.3857, "total_charge": 0, "lumo_energy_ha": -0.0083, "symbols": ["C", "O", "C", "C", "H", "H", "C", "N", "C", "C", "C", "O", "H", "C", "H", "C", "C", "C", "C", "C", "C", "C", "H", "H", "H", "H", "H", "C", "C", "O", "H", "H", "H", "H", "H", "H", "H", "H", "H", "H", "H", "H"], "coordinates": [[1.05353, -2.20140, -0.54133], [0.43772, -3.51159, -0.50530], [-0.88835, -3.55955, -0.53364], [-1.52543, -3.26095, -1.92425], [-0.75713, -2.88537, -2.74534], [-1.99837, -4.10422, -2.13271], [-2.66925, -2.03485, -1.79409], [-1.84409, -0.83800, -1.81380], [-2.09119, -0.14548, -0.72671], [-1.52134, 1.03365, -0.41533], [-0.29948, 1.37901, -1.12842], [0.02507, 0.86727, -2.33047], [-0.85556, 0.13672, -2.51505], [0.35252, 2.62377, -0.87945], [-0.14965, 3.60607, -1.48547], [0.38083, 2.96247, 0.73133], [1.16006, 1.92456, 1.19455], [2.63105, 1.97719, 1.01896], [3.61647, 0.85216, 1.34899], [3.07586, -0.10694, 2.31806], [1.78373, -0.08794, 2.40853], [0.91391, 0.79858, 2.18078], [-0.13291, 0.64414, 2.28019], [1.33196, -0.98695, 3.25583], [3.98918, -0.86468, 2.40372], [4.59595, 0.98441, 1.17661], [2.93208, 2.86782, 0.31290], [-0.86780, 2.84343, 1.16573], [-1.86546, 1.80065, 0.96964], [-2.83345, 1.39155, 1.59162], [-1.41336, 3.76484, 0.73851], [-0.91354, 3.15702, 2.16262], [0.90774, 3.84111, 0.77917], [1.21886, 2.71605, -1.42371], [-2.96731, -0.43152, 0.06344], [-3.23801, -2.50813, -1.18070], [-2.89610, -2.10711, -3.12429], [-1.28926, -4.42298, 0.22191], [-1.22295, -2.60029, 0.22442], [2.29699, -2.30876, -0.29533], [0.76497, -1.77149, -1.49980], [0.77154, -1.43425, 0.44767]], "nbo_charge": [-0.2724, -0.5627, -0.0522, -0.4242, 0.2149, 0.1930, -0.1806, -0.5556, 0.1212, -0.3781, 0.4828, -0.6633, 0.5261, -0.4422, 0.2351, -0.2874, 0.0138, -0.2111, -0.1711, -0.2321, -0.2093, -0.2158, 0.2139, 0.1966, 0.2438, 0.1991, 0.1893, -0.5273, 0.6262, -0.5454, 0.2603, 0.2515, 0.2505, 0.2430, 0.2043, 0.1961, 0.1802, 0.2034, 0.1115, 0.2066, 0.1879, 0.1792]}

---

{"formula": "C17H21NO4S", "method": "ωB97M-V/def2-TZVPD", "smiles": "CCSCc1cccc2c1C(=O)N(CCCCOC(C)=O)C2=O", "e_above_lowest_kcal_mol": 3.8, "energy_ha": -1414.3273, "total_charge": 0, "lumo_energy_ha": -0.0170, "symbols": ["C", "C", "S", "C", "C", "C", "C", "C", "C", "C", "C", "O", "N", "C", "C", "C", "C", "O", "C", "C", "O", "C", "O", "H", "H", "H", "H", "H", "H", "H", "H", "H", "H", "H", "H", "H", "H", "H", "H", "H", "H", "H", "H", "H"], "coordinates": [[5.95267, -1.08588, 1.45529], [5.17531, -0.07606, 0.60812], [3.53817, -0.76025, 0.19627], [3.06769, 0.25008, -1.23636], [1.78289, 1.00004, -1.00335], [1.79009, 2.26276, -0.39203], [0.61948, 2.98491, -0.16345], [-0.61441, 2.45630, -0.56072], [-0.61352, 1.21072, -1.16408], [0.54553, 0.48310, -1.38049], [0.17720, -0.81767, -2.01683], [0.91169, -1.66082, -2.43915], [-1.21790, -0.84003, -2.07261], [-1.94543, -2.09706, -1.88848], [-2.77228, -2.14822, -0.61975], [-1.94909, -1.97536, 0.66769], [-2.35057, -0.76537, 1.49818], [-3.76506, -0.59344, 1.43964], [-4.21992, 0.49461, 2.11264], [-3.76101, 1.82338, 1.58176], [-4.97641, 0.38336, 3.02251], [-1.75365, 0.39926, -1.68720], [-2.89661, 0.72043, -1.83917], [5.25858, -1.78512, 1.91151], [6.52331, -0.55796, 2.20955], [6.61355, -1.66359, 0.81992], [5.69563, 0.17975, -0.30832], [5.01128, 0.85130, 1.14809], [2.95771, -0.38367, -2.10747], [3.84953, 0.97401, -1.44231], [2.72771, 2.69350, -0.07117], [0.65360, 3.95320, 0.30827], [-1.53871, 2.99145, -0.40467], [-1.24872, -2.92607, -1.92861], [-2.62156, -2.23782, -2.73072], [-3.22445, -3.13676, -0.60367], [-3.60584, -1.45936, -0.66058], [-2.05686, -2.85684, 1.29076], [-0.89060, -1.88992, 0.42552], [-1.80146, 0.12145, 1.17560], [-2.07311, -0.94606, 2.53695], [-2.81789, 2.12289, 2.02869], [-4.51814, 2.57010, 1.77785], [-3.61842, 1.73669, 0.50637]], "nbo_charge": [-0.6164, -0.5094, 0.1942, -0.5682, 0.0157, -0.1840, -0.1857, -0.1787, -0.1412, -0.0863, 0.6836, -0.5452, -0.4863, -0.2121, -0.4283, -0.4260, -0.0670, -0.5422, 0.8111, -0.7528, -0.5379, 0.6881, -0.5414, 0.2165, 0.2150, 0.2157, 0.2087, 0.2015, 0.2557, 0.2277, 0.2157, 0.2220, 0.2316, 0.2264, 0.2120, 0.2221, 0.2425, 0.2181, 0.2084, 0.1714, 0.1851, 0.2344, 0.2444, 0.2414]}

---

{"formula": "C17H22AsN2O13ReS", "method": "ωB97M-V/def2-TZVPD", "multiplicity": 2, "e_above_lowest_kcal_mol": 161.5, "energy_ha": -4460.4009, "total_charge": 1, "lumo_energy_ha": [-0.1231, -0.1323], "symbols": ["Re", "C", "O", "C", "C", "O", "C", "C", "O", "C", "H", "H", "H", "H", "H", "H", "H", "H", "H", "H", "H", "H", "H", "H", "O", "As", "O", "O", "C", "C", "C", "C", "C", "C", "S", "O", "O", "O", "H", "H", "H", "H", "H", "O", "C", "O", "C", "C", "N", "N", "C", "C", "O", "O", "H", "H", "H"], "coordinates": [[0.66006, 0.35908, -0.30573], [0.30693, 0.42231, -3.49820], [0.24380, 1.29308, -2.34921], [0.82266, 2.57084, -2.56040], [0.49959, 3.36968, -1.33743], [0.87651, 2.69713, -0.10545], [1.99682, 3.26338, 0.60419], [3.26022, 2.75903, 0.03369], [3.14248, 1.37292, 0.25433], [3.72984, 0.49942, -0.65443], [1.34304, 0.21444, -3.76142], [-0.19158, -0.50245, -3.23233], [-0.20502, 0.88410, -4.34021], [1.89922, 2.49306, -2.73300], [0.36423, 3.03572, -3.43537], [0.97766, 4.34781, -1.37778], [-0.57663, 3.51178, -1.30929], [1.96127, 4.35141, 0.59652], [1.91283, 2.89832, 1.62628], [3.35796, 2.98595, -1.03089], [4.10702, 3.18848, 0.56401], [4.49278, -0.08169, -0.15351], [2.79292, -1.19717, -0.59387], [4.13836, 1.01947, -1.51445], [2.76772, -1.56120, 1.33495], [1.22597, -0.71251, 1.78517], [1.47144, 0.04056, 3.22830], [2.69005, -0.36202, -1.08899], [0.03603, -2.24175, 2.18888], [-0.35877, -2.32641, 3.51454], [-1.24703, -3.31215, 3.93840], [-1.76884, -4.23330, 3.04341], [-1.40367, -4.18652, 1.70701], [-0.50138, -3.20042, 1.32117], [-0.11775, -3.27411, -0.39665], [1.37063, -4.02253, -0.29072], [-0.93061, -4.07165, -1.23165], [1.18974, -2.58656, -0.86841], [3.28036, -1.73429, 2.14047], [0.04614, -1.59122, 4.20164], [-1.54434, -3.35093, 4.97939], [-2.46902, -4.98943, 3.37621], [-1.79669, -4.89656, 0.98558], [-5.32448, -0.50003, -1.12178], [-4.97888, 0.66643, -0.59724], [-5.75001, 1.57637, -0.46978], [-3.55712, 0.85517, -0.15858], [-3.15399, 2.01012, 0.45028], [-1.82515, 1.92978, 0.61883], [-1.31768, 0.78820, 0.15010], [-2.36685, 0.12011, -0.32178], [-2.14872, -1.26609, -0.75968], [-3.02702, -2.01853, -1.07079], [-0.85361, -1.60507, -0.68865], [-4.59891, -1.14883, -1.09195], [-3.74873, 2.85415, 0.77488], [-1.20178, 2.59516, 1.03139]], "nbo_charge": [0.7254, -0.2463, -0.5838, -0.0911, -0.0952, -0.5525, -0.0845, -0.0937, -0.5278, 0.2357, 0.1973, 0.2108, 0.2021, 0.1854, 0.2170, 0.2158, 0.2077, 0.2036, 0.2441, 0.1749, 0.2148, 0.1974, 0.5488, 0.1657, -1.0886, 1.7521, -1.1465, -0.7325, -0.4151, -0.1823, -0.1616, -0.1939, -0.2068, -0.2306, 2.3111, -0.3624, -0.8238, -0.4626, 0.5088, 0.2674, 0.2343, 0.2383, 0.2548, -0.6494, 0.7793, -0.5486, -0.2243, 0.0513, -0.3020, -0.2509, 0.0169, 0.7940, -0.5472, -0.7683, 0.5085, 0.2698, 0.4390]}